C42H47InN3Si3Te as an isolated structure at a distorted geometry, computed with wB97M-V/def2-TZVPD.

Element x y z (Å)
In: -0.276 -0.606 -0.571
N: 8.756 -2.091 4.113
C: 7.715 -2.356 3.686
C: 6.420 -2.391 3.084
C: 5.574 -3.491 2.930
C: 4.329 -3.354 2.320
C: 3.910 -2.068 1.983
C: 4.732 -0.958 2.212
C: 5.972 -1.126 2.793
C: 2.598 -1.779 1.280
C: 2.510 -2.212 -0.022
C: 3.442 -3.025 -0.714
C: 2.878 -3.447 -1.886
C: 1.695 -2.716 -1.979
N: 1.434 -2.005 -0.883
C: 1.634 -1.052 2.031
C: 1.612 -0.959 3.465
C: 0.335 -0.580 3.846
C: -0.350 -0.398 2.615
N: 0.353 -0.732 1.552
H: 6.007 -4.430 3.222
H: 3.660 -4.199 2.148
H: 4.472 0.051 1.862
H: 6.669 -0.295 2.931
H: 4.353 -3.332 -0.250
H: 3.331 -4.164 -2.583
H: 0.956 -2.752 -2.817
H: 2.467 -1.127 4.084
H: 0.083 -0.348 4.847
H: -1.362 -0.138 2.511
C: -2.014 -6.028 0.148
C: -1.629 -5.033 1.034
C: -1.711 -3.721 0.630
C: -2.277 -3.362 -0.622
C: -2.773 -4.357 -1.454
C: -2.599 -5.648 -1.027
Si: -2.612 -1.569 -1.079
C: -3.180 -1.233 -2.829
C: -2.410 -1.456 -3.983
C: -2.883 -1.058 -5.231
C: -4.139 -0.512 -5.356
C: -4.936 -0.320 -4.236
C: -4.463 -0.650 -2.988
C: -3.591 -0.597 0.199
C: -4.114 -1.233 1.344
C: -4.712 -0.476 2.348
C: -4.756 0.928 2.287
C: -4.173 1.537 1.232
C: -3.540 0.783 0.207
H: -1.868 -7.089 0.299
H: -1.304 -5.271 2.023
H: -1.353 -2.967 1.354
H: -3.219 -4.181 -2.447
H: -2.949 -6.432 -1.747
H: -1.400 -1.859 -3.857
H: -2.362 -1.268 -6.184
H: -4.515 -0.145 -6.330
H: -5.927 0.179 -4.274
H: -5.139 -0.370 -2.128
H: -4.110 -2.331 1.456
H: -5.147 -1.003 3.173
H: -5.305 1.422 3.043
H: -4.299 2.610 1.259
H: -3.048 1.251 -0.631
C: 0.063 4.357 3.369
Si: 1.364 3.891 2.139
C: 1.788 5.518 1.243
C: 2.887 3.082 2.938
C: 0.500 2.612 1.052
Te: 1.632 1.649 -0.514
C: 1.470 3.139 -2.070
Si: -0.179 3.351 -2.973
C: -0.698 1.651 -3.517
C: -1.540 3.986 -1.906
C: 0.233 4.490 -4.429
H: 0.363 5.144 4.025
H: -0.322 3.557 3.992
H: -0.767 4.850 2.849
H: 2.056 6.321 1.970
H: 0.854 5.814 0.715
H: 2.586 5.377 0.528
H: 3.458 3.918 3.382
H: 3.557 2.710 2.222
H: 2.679 2.347 3.722
H: -0.456 2.901 0.575
H: 0.270 1.799 1.778
H: 2.223 2.871 -2.794
H: 1.748 4.079 -1.632
H: -1.254 1.144 -2.725
H: 0.101 0.944 -3.629
H: -1.313 1.573 -4.426
H: -1.719 3.273 -1.068
H: -2.490 4.023 -2.429
H: -1.351 4.979 -1.527
H: 0.721 3.924 -5.255
H: 0.767 5.405 -4.129
H: -0.689 4.860 -4.918

Values from the calculation:
Multiplicity ... 1
Kohn-Sham gap ... 7.006 eV
Total charge ... +1
HOMO ... -10.5 eV
LUMO ... -3.466 eV
Strongest force on any atom ... 3.252 eV/A

A 2-piece molecular cluster, C6H6FNO3 overall at a distorted geometry, computed with wB97M-V/def2-TZVPD.

Element x y z (Å)
C: 1.610 0.837 0.444
C: 1.561 -0.534 0.876
C: 0.588 1.611 0.023
C: 0.388 -1.268 0.894
C: -0.788 0.960 -0.132
C: -0.732 -0.474 0.498
N: -0.555 -1.562 -1.362
O: -0.146 -2.674 -1.523
O: -0.654 -0.680 -2.186
O: -1.906 1.684 0.506
F: -1.923 -1.127 0.819
H: 2.579 1.305 0.558
H: 2.550 -1.102 1.032
H: 0.693 2.665 -0.305
H: 0.323 -2.291 1.148
H: -0.954 0.863 -1.155
H: -2.634 1.786 -0.134

Values from the calculation:
Multiplicity ... 1
Kohn-Sham gap (spin up / spin down) ... 7.229 / 6.928 eV
Total charge ... 0
HOMO (spin up / spin down) ... -8.6 / -8.4 eV
LUMO (spin up / spin down) ... -1.415 / -1.463 eV
Strongest force on any atom ... 4.462 eV/A

C20H20AsCoN6O9S2 as an isolated structure, computed with wB97M-V/def2-TZVPD.

Element x y z (Å)
Co: 0.496 -0.343 -0.963
O: -0.911 -3.703 -2.620
C: -0.105 -2.873 -2.215
O: -0.481 -1.742 -1.716
C: 1.375 -3.173 -2.293
C: 1.701 -4.427 -2.760
C: 3.024 -4.830 -2.896
C: 4.059 -3.974 -2.554
C: 3.744 -2.735 -2.063
C: 2.403 -2.232 -1.937
O: 2.223 -1.026 -1.589
N: 4.871 -1.907 -1.640
O: 5.881 -1.941 -2.330
O: 4.777 -1.289 -0.604
N: 3.333 -6.152 -3.387
O: 4.509 -6.473 -3.486
O: 2.410 -6.892 -3.686
H: 0.893 -5.091 -3.030
H: 5.091 -4.275 -2.655
N: -2.924 5.585 2.522
C: -1.839 4.853 2.028
C: -1.654 4.701 0.652
C: -0.554 4.017 0.163
C: 0.376 3.479 1.042
C: 0.212 3.637 2.410
C: -0.890 4.318 2.900
S: 1.742 2.540 0.400
O: 1.907 2.927 -0.971
O: 2.830 2.679 1.326
N: 1.168 1.023 0.371
C: 0.965 0.263 1.454
N: 0.453 -0.937 1.051
C: 0.227 -1.868 1.956
C: 0.452 -1.623 3.303
C: 0.897 -0.348 3.626
N: 1.148 0.604 2.737
H: -3.719 5.624 1.903
H: -3.196 5.345 3.463
H: -2.372 5.132 -0.037
H: -0.410 3.886 -0.901
H: 0.950 3.217 3.079
H: -1.014 4.447 3.970
H: -0.154 -2.815 1.590
H: 0.277 -2.373 4.059
H: 1.050 -0.072 4.665
C: -4.398 1.503 -1.170
As: -2.759 0.613 -0.658
C: -2.508 1.084 1.201
C: -3.183 -1.267 -0.657
S: -1.185 1.238 -1.889
H: -5.197 1.253 -0.473
H: -4.666 1.179 -2.173
H: -4.223 2.577 -1.173
H: -3.432 0.911 1.754
H: -2.215 2.132 1.268
H: -1.715 0.458 1.608
H: -4.154 -1.402 -0.178
H: -2.400 -1.798 -0.120
H: -3.188 -1.643 -1.676

Values from the calculation:
Multiplicity ... 2
Kohn-Sham gap (spin up / spin down) ... 7.460 / 7.454 eV
Total charge ... -1
HOMO (spin up / spin down) ... -5.5 / -5.5 eV
LUMO (spin up / spin down) ... 1.930 / 1.932 eV
Strongest force on any atom ... 0.443 eV/A